[1]
Here is C2H5Br2N2 as an isolated structure from OMol25. Energies are from ωB97M-V/def2-TZVPD.

Last column: natural (NBO) charge in e.
CARTESIAN COORDINATES (ANGSTROEM)
C (0.617, -0.780, -0.001)  0.3339
C (1.502, 2.417, 0.540)  -0.2334
N (0.528, 0.297, 0.662)  -0.6854
N (0.807, -0.868, -1.295)  -0.7659
Br (2.958, 1.897, -0.481)  0.3107
Br (0.330, 3.591, -0.244)  0.3391
H (0.409, -1.830, 0.558)  0.2058
H (1.504, 2.598, 1.628)  0.2522
H (0.313, 0.182, 1.689)  0.3960
H (1.086, -1.824, -1.483)  0.4219
H (0.793, -0.139, -1.965)  0.4250

- HOMO energy: -14.37 eV
- Total charge: +1
- Relative energy (zero: lowest compared OMol25 entry of this formula, charge and spin): 49.30 kcal/mol
- Gap between HOMO and LUMO: 8.21 eV



[2]
Here is C13H20N5O9Ti as an isolated structure from OMol25. Energies are from ωB97M-V/def2-TZVPD.

Last column: natural (NBO) charge in e.
CARTESIAN COORDINATES (ANGSTROEM)
Ti (-0.355, 0.305, 0.293)  1.7910
O (-2.103, -3.508, -2.634)  -0.6536
C (-2.001, -2.253, -2.214)  0.7838
O (-2.922, -1.575, -1.841)  -0.6106
C (-0.559, -1.791, -2.266)  -0.1813
O (-0.456, -0.456, -1.801)  -0.5318
C (-0.361, 0.551, -2.814)  -0.1839
C (-0.340, 1.903, -2.120)  0.7740
O (-0.115, 2.913, -2.715)  -0.5270
O (-0.592, 1.817, -0.816)  -0.7307
H (-3.034, -3.782, -2.602)  0.5133
H (-0.191, -1.870, -3.290)  0.2319
H (0.046, -2.437, -1.631)  0.2551
H (-1.219, 0.501, -3.488)  0.2276
H (0.562, 0.425, -3.383)  0.2244
N (-2.516, 0.255, 0.465)  -0.8335
C (-3.141, 1.533, 0.878)  -0.2159
C (-2.629, 2.006, 2.237)  -0.5275
C (-1.139, 2.248, 2.283)  0.8025
O (-0.594, 3.242, 2.638)  -0.4966
O (-0.423, 1.150, 1.868)  -0.6889
H (-2.928, -0.101, -0.397)  0.4372
H (-2.653, -0.464, 1.181)  0.4231
H (-4.225, 1.421, 0.932)  0.2142
H (-2.919, 2.278, 0.114)  0.2262
H (-2.863, 1.259, 3.002)  0.2301
H (-3.127, 2.932, 2.514)  0.2632
N (-1.888, -1.898, 2.796)  -0.6591
N (-0.728, -2.644, 2.561)  -0.4842
C (0.082, -2.458, 1.482)  0.8885
O (1.080, -3.113, 1.301)  -0.6223
O (-0.322, -1.509, 0.628)  -0.7606
H (-1.784, -1.376, 3.660)  0.3659
H (-2.675, -2.530, 2.898)  0.3689
H (-0.427, -3.345, 3.221)  0.4007
N (5.815, 1.089, -0.524)  -0.7435
C (4.498, 0.898, -0.333)  0.2650
C (3.622, 1.982, -0.139)  -0.2971
C (2.290, 1.743, 0.049)  0.0891
N (1.753, 0.503, 0.045)  -0.5754
C (2.592, -0.542, -0.124)  0.0887
C (3.938, -0.392, -0.313)  -0.3145
H (6.211, 2.011, -0.520)  0.4096
H (6.440, 0.312, -0.642)  0.4086
H (3.988, 2.999, -0.131)  0.2380
H (1.602, 2.564, 0.205)  0.2384
H (2.150, -1.530, -0.077)  0.2424
H (4.559, -1.269, -0.435)  0.2366

- HOMO energy: -12.10 eV
- Total charge: +1
- Relative energy (zero: lowest compared OMol25 entry of this formula, charge and spin): 1.11 kcal/mol
- Gap between HOMO and LUMO: 8.46 eV



[3]
Here is a 5-piece molecular cluster, C29H44ClIN2O13 overall from OMol25. Energies are from ωB97M-V/def2-TZVPD.

Last column: Löwdin charge in e.
CARTESIAN COORDINATES (ANGSTROEM)
C (2.360, -0.655, 2.350)  -0.0948
C (1.948, 0.482, 1.192)  -0.2329
O (0.723, 0.148, 0.483)  -0.3446
C (-0.468, 0.883, 0.933)  -0.3719
C (-0.513, 1.117, 2.590)  -0.0509
N (-0.628, 0.984, 3.893)  0.1414
C (-0.358, 2.379, 0.288)  -0.2581
C (0.234, 2.404, -1.277)  -0.0666
C (-1.666, 3.346, 0.441)  -0.1921
C (-1.671, 4.254, 1.845)  -0.1224
C (-1.752, -0.021, 0.487)  -0.5946
I (-0.924, -2.074, 0.128)  1.0736
C (-2.444, 0.359, -0.947)  -0.1771
N (-3.006, 0.721, -2.078)  0.1086
C (-2.895, -0.287, 1.627)  -0.2965
C (-3.840, 0.988, 2.018)  -0.6281
C (-5.111, 1.234, 0.959)  -0.1483
Cl (-4.686, 0.508, 3.641)  0.4803
H (2.633, -0.094, 3.341)  0.0770
H (3.294, -1.302, 1.986)  0.0846
H (1.441, -1.375, 2.543)  0.0719
H (2.830, 0.387, 0.391)  0.1404
H (2.039, 1.569, 1.612)  0.1276
H (0.502, 2.933, 0.908)  0.1466
H (1.280, 1.884, -1.377)  0.0880
H (-0.559, 2.073, -2.071)  0.0759
H (0.435, 3.562, -1.489)  0.0954
H (-2.704, 2.837, 0.282)  0.0767
H (-1.575, 4.163, -0.426)  0.1207
H (-1.327, 5.362, 1.561)  0.0930
H (-0.900, 3.877, 2.639)  0.0737
H (-2.773, 4.358, 2.235)  0.0739
H (-3.635, -1.095, 1.148)  0.1222
H (-2.489, -0.832, 2.609)  0.1174
H (-3.264, 1.982, 2.270)  0.0810
H (-4.797, 1.875, 0.029)  0.0690
H (-5.576, 0.190, 0.704)  0.0894
H (-5.927, 1.810, 1.604)  0.0747
C (1.125, -6.910, -1.116)  -0.0141
C (0.349, -6.801, 0.182)  -0.3396
C (-0.744, -7.817, 0.322)  -0.1099
O (-1.648, -7.169, 1.200)  0.0651
C (-1.478, -5.826, 1.000)  -0.5204
O (-2.220, -4.963, 1.441)  0.0771
O (-0.371, -5.581, 0.240)  0.0363
H (1.792, -7.776, -1.103)  0.0559
H (0.451, -7.005, -1.974)  0.0924
H (1.720, -6.006, -1.284)  0.0933
H (1.038, -6.824, 1.035)  0.1670
H (-0.392, -8.758, 0.753)  0.1460
H (-1.269, -8.027, -0.617)  0.1418
C (5.409, -6.847, -4.093)  -0.0188
C (5.514, -7.619, -2.793)  -0.3493
C (5.831, -9.073, -2.976)  -0.1125
O (5.281, -9.651, -1.804)  0.0697
C (4.248, -8.838, -1.425)  -0.4947
O (3.423, -9.123, -0.572)  0.1220
O (4.261, -7.670, -2.132)  0.0769
H (6.397, -6.682, -4.533)  0.0921
H (4.790, -7.381, -4.823)  0.0898
H (4.928, -5.877, -3.926)  0.0913
H (6.229, -7.129, -2.121)  0.1641
H (6.906, -9.266, -3.036)  0.1455
H (5.337, -9.523, -3.845)  0.1429
C (-5.278, 7.159, 4.926)  -0.0214
C (-4.043, 6.285, 5.013)  -0.3545
C (-3.331, 6.371, 6.329)  -0.1148
O (-2.002, 6.027, 5.977)  0.0666
C (-1.846, 6.397, 4.669)  -0.5084
O (-0.775, 6.431, 4.084)  0.1225
O (-3.046, 6.726, 4.107)  0.0740
H (-6.099, 6.739, 5.514)  0.0911
H (-5.075, 8.172, 5.291)  0.0885
H (-5.603, 7.262, 3.885)  0.0897
H (-4.296, 5.249, 4.755)  0.1612
H (-3.729, 5.673, 7.071)  0.1450
H (-3.322, 7.381, 6.757)  0.1413
C (2.263, 5.509, -6.604)  -0.0213
C (2.405, 4.277, -5.734)  -0.3531
C (1.121, 3.830, -5.102)  -0.1100
O (1.575, 3.148, -3.946)  0.0356
C (2.771, 3.721, -3.609)  -0.5054
O (3.360, 3.523, -2.559)  0.1293
O (3.215, 4.546, -4.603)  0.0881
H (1.763, 5.269, -7.548)  0.0907
H (1.687, 6.290, -6.097)  0.0895
H (3.246, 5.939, -6.824)  0.0899
H (2.881, 3.467, -6.302)  0.1620
H (0.544, 3.160, -5.746)  0.1459
H (0.479, 4.659, -4.782)  0.1438

- HOMO energy: -8.84 eV
- Gap between HOMO and LUMO: 8.89 eV



[4]
Here is C29H36Cl3Ge2N8O4Ti as an isolated structure from OMol25. Energies are from ωB97M-V/def2-TZVPD.

Last column: Löwdin spin population.
CARTESIAN COORDINATES (ANGSTROEM)
Ti (0.779, 0.366, 1.456)  0.1537
N (3.458, -1.980, 1.133)  0.0008
N (3.976, -1.074, 0.207)  0.0191
C (3.171, -0.276, -0.496)  0.0258
N (3.656, 0.460, -1.480)  0.0226
N (1.873, -0.263, -0.131)  0.0589
N (0.975, 0.625, -0.726)  0.2929
O (1.131, 1.362, -1.705)  0.3450
O (-0.288, 0.370, -0.199)  0.0651
H (3.744, -1.740, 2.076)  0.0002
H (3.771, -2.914, 0.897)  0.0002
H (4.965, -1.063, -0.001)  0.0006
H (4.636, 0.441, -1.713)  0.0007
H (3.044, 1.122, -1.940)  -0.0014
C (-2.382, -3.811, 3.191)  0.0000
N (-1.015, -3.567, 2.696)  0.0000
C (-0.034, -4.664, 2.750)  0.0001
C (-0.661, -2.399, 2.266)  0.0010
N (-0.314, -1.360, 1.886)  -0.0001
H (-2.809, -4.651, 2.648)  0.0000
H (-2.994, -2.930, 3.025)  0.0000
H (-2.344, -4.038, 4.255)  0.0000
H (-0.369, -5.478, 2.108)  0.0000
H (0.050, -5.014, 3.777)  0.0000
H (0.933, -4.302, 2.414)  0.0000
Cl (1.735, 1.531, 5.483)  0.0000
C (0.866, 0.118, 4.904)  0.0008
Cl (-0.608, 0.673, 3.975)  -0.0008
Cl (0.371, -0.904, 6.204)  0.0002
C (1.768, -0.637, 3.878)  0.0012
O (2.167, -1.739, 4.051)  -0.0004
O (1.994, 0.125, 2.791)  0.0074
C (-5.108, 1.782, -1.149)  0.0002
Ge (-3.281, 1.869, -0.527)  0.0000
C (-2.434, 3.584, -0.850)  0.0001
C (-3.131, 1.265, 1.316)  0.0008
Ge (-1.980, 0.159, -1.718)  0.0048
C (-1.174, 0.372, -3.405)  0.0020
C (-1.190, 1.646, -3.985)  0.0026
C (-0.645, 1.839, -5.246)  -0.0004
C (-0.078, 0.765, -5.923)  0.0022
C (-0.064, -0.504, -5.354)  -0.0004
C (-0.614, -0.706, -4.097)  0.0029
C (-2.250, -1.690, -1.286)  0.0026
C (-1.197, -2.606, -1.231)  0.0012
C (-1.454, -3.956, -1.044)  0.0000
C (-2.766, -4.404, -0.912)  0.0006
C (-3.817, -3.499, -0.941)  0.0002
C (-3.559, -2.145, -1.119)  0.0009
H (-5.689, 2.544, -0.627)  0.0000
H (-5.553, 0.809, -0.946)  0.0000
H (-5.162, 1.982, -2.219)  0.0000
H (-2.949, 4.095, -1.664)  0.0000
H (-1.382, 3.471, -1.118)  0.0001
H (-2.504, 4.203, 0.046)  0.0000
H (-3.696, 1.929, 1.972)  0.0001
H (-2.091, 1.267, 1.635)  0.0004
H (-3.534, 0.255, 1.408)  0.0000
H (-1.630, 2.485, -3.459)  0.0001
H (-0.663, 2.821, -5.702)  -0.0001
H (0.343, 0.915, -6.909)  0.0001
H (0.361, -1.336, -5.899)  -0.0001
H (-0.632, -1.702, -3.676)  0.0001
H (-0.170, -2.276, -1.338)  0.0003
H (-0.636, -4.666, -1.029)  0.0000
H (-2.967, -5.462, -0.797)  0.0000
H (-4.837, -3.847, -0.840)  0.0000
H (-4.393, -1.451, -1.157)  0.0001
C (0.712, 2.463, 1.655)  -0.0102
C (2.053, 2.861, 1.118)  0.0007
C (3.216, 2.648, 1.867)  -0.0024
C (4.468, 2.944, 1.355)  0.0011
C (4.579, 3.489, 0.080)  -0.0030
C (3.431, 3.795, -0.647)  0.0006
C (2.189, 3.478, -0.130)  -0.0018
C (5.883, 3.697, -0.509)  -0.0003
N (6.920, 3.789, -0.997)  -0.0014
H (-0.109, 2.911, 1.100)  -0.0005
H (0.624, 2.703, 2.711)  0.0008
H (3.137, 2.250, 2.870)  -0.0001
H (5.359, 2.766, 1.942)  0.0001
H (3.518, 4.275, -1.613)  0.0001
H (1.302, 3.736, -0.695)  0.0009

- Spin multiplicity: 2
- HOMO energy (alpha / beta): -13.59 / -13.81 eV
- Expectation value of S²: 0.76
- Total charge: +2
- Relative energy (zero: lowest compared OMol25 entry of this formula, charge and spin): 22.61 kcal/mol
- Gap between HOMO and LUMO (alpha / beta): 7.15 / 7.07 eV



no.,maximum force (eV/A)
1,3.70
2,0.16
3,12.37
4,1.66